{"formula": "C81H186N6O15", "method": "the ωB97M-V functional and the def2-TZVPD basis", "elements": ["C", "C", "C", "O", "H", "H", "H", "H", "H", "H", "H", "H", "C", "C", "C", "O", "H", "H", "H", "H", "H", "H", "H", "H", "C", "C", "C", "O", "H", "H", "H", "H", "H", "H", "H", "H", "C", "C", "C", "O", "H", "H", "H", "H", "H", "H", "H", "H", "C", "C", "C", "O", "H", "H", "H", "H", "H", "H", "H", "H", "C", "C", "C", "O", "H", "H", "H", "H", "H", "H", "H", "H", "C", "C", "C", "O", "H", "H", "H", "H", "H", "H", "H", "H", "C", "C", "C", "O", "H", "H", "H", "H", "H", "H", "H", "H", "C", "C", "C", "O", "H", "H", "H", "H", "H", "H", "H", "H", "C", "C", "C", "C", "C", "C", "N", "O", "C", "C", "C", "H", "H", "H", "H", "H", "H", "H", "H", "H", "H", "H", "H", "H", "H", "H", "H", "H", "H", "H", "C", "C", "C", "C", "C", "C", "N", "O", "C", "C", "C", "H", "H", "H", "H", "H", "H", "H", "H", "H", "H", "H", "H", "H", "H", "H", "H", "H", "H", "H", "C", "C", "C", "C", "C", "C", "N", "O", "C", "C", "C", "H", "H", "H", "H", "H", "H", "H", "H", "H", "H", "H", "H", "H", "H", "H", "H", "H", "H", "H", "C", "C", "C", "C", "C", "C", "N", "O", "C", "C", "C", "H", "H", "H", "H", "H", "H", "H", "H", "H", "H", "H", "H", "H", "H", "H", "H", "H", "H", "H", "C", "C", "C", "C", "C", "C", "N", "O", "C", "C", "C", "H", "H", "H", "H", "H", "H", "H", "H", "H", "H", "H", "H", "H", "H", "H", "H", "H", "H", "H", "C", "C", "C", "C", "C", "C", "N", "O", "C", "C", "C", "H", "H", "H", "H", "H", "H", "H", "H", "H", "H", "H", "H", "H", "H", "H", "H", "H", "H", "H"], "coordinates": [[-4.2277, 0.0951, -5.7439], [-3.8267, 0.4253, -4.2912], [-3.7076, 1.9444, -4.0694], [-4.9234, -0.0090, -3.4739], [-3.3292, -0.0653, -6.3388], [-4.8774, 0.8220, -6.2229], [-4.7216, -0.8791, -5.7026], [-2.8890, -0.0647, -4.0204], [-3.7477, 2.2274, -3.0147], [-4.5666, 2.4619, -4.5012], [-2.7964, 2.3719, -4.4889], [-5.0567, -0.9354, -3.7128], [2.4339, -3.6293, -5.2154], [1.4710, -4.7867, -5.4824], [1.9592, -5.9180, -6.3539], [0.8694, -5.2264, -4.2392], [2.5730, -3.1522, -6.1921], [3.3585, -3.9677, -4.7565], [1.9372, -2.8446, -4.6476], [0.5457, -4.4086, -5.9442], [3.0137, -6.0806, -6.1043], [1.9033, -5.5505, -7.3762], [1.4322, -6.8493, -6.1677], [0.3278, -4.5286, -3.8679], [-7.0635, 1.4191, -0.2295], [-5.8748, 0.5047, 0.2077], [-6.1885, -0.2740, 1.4733], [-5.8176, -0.4001, -0.9055], [-7.3064, 2.1602, 0.5418], [-7.9807, 0.8606, -0.3964], [-6.7109, 1.8749, -1.1542], [-4.8488, 0.8915, 0.2074], [-5.5903, -1.1785, 1.5177], [-7.2556, -0.4115, 1.6245], [-5.7889, 0.3597, 2.2725], [-5.5502, 0.1047, -1.6876], [3.5515, 3.5573, -1.3347], [3.1110, 4.4384, -2.4980], [3.2796, 5.9289, -2.3219], [3.5953, 3.9650, -3.7371], [3.3878, 2.5502, -1.7357], [2.9120, 3.6444, -0.4590], [4.6069, 3.5978, -1.0652], [2.0231, 4.3543, -2.6217], [4.3276, 6.2302, -2.3894], [2.7773, 6.3051, -1.4312], [2.7587, 6.4043, -3.1579], [4.4892, 3.6138, -3.7118], [-2.0198, 6.1874, -3.0833], [-1.6582, 6.4183, -1.6069], [-0.1853, 6.2689, -1.3022], [-1.9584, 7.7794, -1.2694], [-3.0721, 6.3984, -3.2843], [-1.8303, 5.1491, -3.3670], [-1.4204, 6.8125, -3.7488], [-2.2631, 5.6587, -1.1007], [0.0112, 6.5440, -0.2666], [0.5901, 6.6843, -1.9413], [-0.0440, 5.1814, -1.4020], [-2.8433, 7.9535, -1.6151], [1.8751, -5.1020, 3.1206], [1.5370, -4.2779, 1.8913], [1.0917, -5.1883, 0.7207], [0.3690, -3.4881, 2.1753], [1.7089, -4.5493, 4.0446], [2.7968, -5.6786, 3.0769], [1.1176, -5.8922, 3.2111], [2.3286, -3.6348, 1.4979], [1.7936, -6.0254, 0.6363], [1.0297, -4.6783, -0.2411], [0.0998, -5.5830, 0.9408], [0.2799, -2.7839, 1.5176], [-3.3270, -3.7610, -3.3331], [-4.6027, -4.3237, -3.9799], [-5.8926, -4.0634, -3.2018], [-4.7001, -3.6518, -5.2404], [-2.3351, -3.8766, -3.7983], [-3.0912, -4.1579, -2.3396], [-3.2799, -2.6680, -3.2514], [-4.4542, -5.3914, -4.1714], [-6.7666, -4.1419, -3.8467], [-5.8982, -3.1452, -2.6184], [-5.9611, -4.9410, -2.5544], [-3.8210, -3.4949, -5.5917], [-0.5639, -0.0408, -7.0138], [0.3808, -0.6097, -8.0887], [1.8473, -0.4502, -7.7152], [0.1104, -1.9635, -8.4184], [-0.1077, -0.1311, -6.0253], [-1.4789, -0.6256, -6.9667], [-0.7159, 1.0056, -7.2651], [0.2737, 0.0237, -8.9818], [2.4894, -1.0549, -8.3531], [1.9703, -0.7114, -6.6601], [2.1338, 0.6030, -7.7731], [0.6754, -2.1804, -9.1649], [-3.0818, -3.2800, 1.8292], [-3.4847, -3.5865, 0.3996], [-4.4887, -4.7129, 0.2229], [-3.9059, -2.4181, -0.3037], [-2.4755, -2.3983, 2.0454], [-2.4021, -4.0825, 2.1303], [-3.9677, -3.1837, 2.4659], [-2.5170, -3.8026, -0.0719], [-4.0294, -5.6619, 0.5094], [-4.8601, -4.9321, -0.7767], [-5.3882, -4.4279, 0.7764], [-4.7424, -2.1144, 0.0631], [-3.3798, -1.7610, 9.2735], [-2.6276, -2.6986, 8.3213], [-3.4997, -3.8449, 7.7809], [-2.9807, -4.5412, 6.5250], [-2.4344, -3.4828, 5.5661], [-1.2801, -2.6247, 6.0987], [-1.8629, -1.9752, 7.2978], [-0.9309, -1.0737, 7.8814], [0.0381, -3.3506, 6.3217], [-1.0135, -1.6151, 5.0046], [-1.6115, -3.4760, 9.2302], [-2.6674, -1.2200, 9.8973], [-4.1220, -2.3312, 9.8232], [-3.8524, -0.9646, 8.6888], [-3.6772, -4.6283, 8.5233], [-4.5318, -3.4991, 7.6432], [-3.8242, -4.9674, 5.9793], [-2.2421, -5.3174, 6.7253], [-3.2120, -2.7218, 5.4539], [-2.2219, -4.0013, 4.6313], [0.7769, -2.7176, 6.8070], [-0.1527, -4.1782, 7.0186], [0.3946, -3.9205, 5.4640], [-0.8066, -2.0365, 4.0218], [-1.7268, -0.7848, 4.9577], [-0.1145, -1.0189, 5.2147], [-2.1105, -3.8735, 10.1254], [-0.7891, -2.8935, 9.6473], [-1.2240, -4.4127, 8.8239], [-1.4123, -0.5741, 8.5468], [7.3924, 0.7891, 2.3664], [6.1808, 1.3462, 1.5829], [6.2370, 1.0745, 0.0785], [5.5136, -0.1988, -0.4429], [4.2407, -0.5456, 0.2925], [4.2780, -0.3690, 1.8173], [4.8977, 0.9126, 2.1367], [4.8128, 1.1567, 3.5515], [2.8375, -0.3458, 2.3268], [4.9682, -1.5732, 2.4776], [6.1424, 2.8751, 1.7548], [7.2877, 1.1651, 3.3827], [8.3613, 1.0148, 1.9274], [7.2616, -0.2934, 2.3764], [5.7551, 1.8886, -0.4626], [7.2556, 0.9823, -0.2989], [6.2161, -1.0407, -0.4264], [5.3838, -0.1457, -1.5284], [4.0584, -1.6129, 0.1133], [3.3322, -0.0945, -0.1198], [2.7411, -0.5620, 3.3919], [2.2166, 0.5217, 2.0918], [2.3169, -1.1744, 1.8322], [5.7979, -1.9826, 1.8990], [5.3171, -1.2693, 3.4666], [4.2837, -2.4010, 2.6795], [5.5262, 3.4551, 1.0726], [7.1441, 3.2417, 1.4708], [6.1379, 3.2128, 2.7908], [3.9712, 1.6301, 3.5390], [-6.8104, 6.2163, -1.5849], [-5.2600, 6.1618, -1.6930], [-4.6162, 7.4654, -1.2723], [-4.6487, 7.6687, 0.2336], [-3.7131, 6.6002, 0.7549], [-4.2127, 5.1642, 0.4910], [-4.5646, 5.0734, -0.9547], [-5.0288, 3.8069, -1.3603], [-3.0362, 4.2164, 0.7048], [-5.4106, 4.8467, 1.4138], [-4.9629, 6.0084, -3.2054], [-7.2429, 7.0465, -2.1316], [-7.0485, 6.2364, -0.5181], [-7.2472, 5.2607, -1.8872], [-3.5533, 7.4554, -1.5638], [-4.7671, 8.3553, -1.8987], [-5.6435, 7.5687, 0.6767], [-4.3972, 8.7203, 0.3896], [-3.7518, 6.8013, 1.8315], [-2.7159, 6.6945, 0.3285], [-2.1493, 4.4696, 0.1304], [-2.7978, 4.2458, 1.7720], [-3.3579, 3.2000, 0.4754], [-5.2374, 5.2459, 2.4121], [-6.3382, 5.2145, 0.9780], [-5.5780, 3.7713, 1.5256], [-5.8146, 6.4006, -3.7653], [-4.8605, 5.0009, -3.6175], [-4.0478, 6.4950, -3.5507], [-5.9373, 3.7918, -1.0161], [-0.8430, -0.9885, -2.8050], [0.3072, -0.6529, -1.8307], [0.8737, 0.7363, -2.2062], [0.1800, 1.9047, -1.5485], [0.0263, 1.7040, -0.0355], [-0.7367, 0.4033, 0.3122], [-0.1290, -0.6996, -0.4354], [-0.5912, -1.9799, -0.0934], [-0.7004, 0.1875, 1.8507], [-2.1804, 0.6121, -0.1214], [1.4167, -1.6822, -2.0588], [-0.9839, -2.0721, -2.8675], [-0.7556, -0.6057, -3.8235], [-1.8210, -0.6173, -2.4816], [1.9225, 0.7132, -1.8953], [0.8195, 0.9235, -3.2791], [-0.7602, 2.1818, -2.0363], [0.7266, 2.8455, -1.6836], [-0.4702, 2.6007, 0.3430], [0.9977, 1.6368, 0.4629], [-0.2535, -0.7933, 2.0111], [-0.0678, 0.9543, 2.3020], [-1.6335, 0.2414, 2.4103], [-2.7539, -0.3220, -0.0603], [-2.7011, 1.2157, 0.6288], [-2.3909, 1.0382, -1.1021], [1.9872, -1.4945, -2.9724], [1.1903, -2.7475, -2.1599], [2.1155, -1.6325, -1.2192], [-1.5136, -1.9861, -0.4177], [5.8518, -3.9526, -0.9714], [5.1656, -5.0507, -1.7625], [5.8998, -5.0984, -3.1246], [5.6450, -6.3670, -3.8919], [6.1501, -7.5223, -3.0652], [5.4443, -7.6170, -1.7180], [5.3834, -6.3103, -1.0414], [4.6873, -6.3506, 0.1838], [4.0047, -8.1476, -1.9720], [6.1933, -8.6071, -0.8234], [3.7039, -4.6470, -2.0076], [5.7629, -2.9686, -1.4354], [5.4627, -3.9458, 0.0507], [6.9237, -4.1240, -0.8429], [5.5388, -4.2097, -3.6542], [6.9761, -4.9306, -3.0426], [4.6192, -6.4342, -4.2646], [6.1833, -6.3279, -4.8467], [7.2204, -7.4534, -2.8606], [5.9230, -8.4313, -3.6273], [3.5355, -7.5611, -2.7639], [3.3118, -8.0177, -1.1290], [3.8333, -9.2082, -2.1655], [7.1907, -8.2153, -0.6162], [6.3022, -9.5625, -1.3403], [5.6953, -8.8052, 0.1245], [3.0311, -4.7676, -1.1553], [3.5570, -3.6527, -2.4250], [3.2873, -5.3473, -2.7399], [3.8042, -6.6649, -0.0784], [3.4565, 6.3312, 5.3613], [2.7383, 5.9298, 4.0815], [3.6355, 4.9379, 3.3221], [2.9050, 4.0961, 2.3009], [1.5959, 3.5004, 2.8508], [0.6389, 4.4376, 3.6144], [1.4569, 5.3424, 4.4126], [0.6566, 6.1000, 5.3068], [-0.1985, 5.2194, 2.5606], [-0.2507, 3.5358, 4.4969], [2.5983, 7.2588, 3.3020], [4.4581, 6.7043, 5.1639], [3.4853, 5.4954, 6.0678], [2.8143, 7.0677, 5.8462], [4.3894, 5.5392, 2.8099], [4.1579, 4.2999, 4.0418], [3.5175, 3.3157, 1.8466], [2.7746, 4.7613, 1.4365], [1.9292, 2.7876, 3.6119], [1.0830, 3.0833, 1.9863], [-0.9058, 4.5627, 2.0528], [-0.6981, 6.1184, 2.9224], [0.4593, 5.5862, 1.7669], [-0.9568, 4.2025, 4.9911], [-0.7202, 2.7891, 3.8603], [0.3694, 3.0706, 5.2636], [1.9211, 7.9319, 3.8385], [1.9344, 7.1403, 2.4331], [3.4971, 7.7731, 2.9715], [0.8016, 5.6465, 6.1450]], "lowdin_charge": [-0.02, -0.43, -0.04, -0.07, 0.05, 0.08, 0.07, 0.09, 0.06, 0.08, 0.08, 0.08, -0.03, -0.47, -0.03, -0.08, 0.07, 0.06, 0.05, 0.13, 0.07, 0.08, 0.09, 0.06, -0.04, -0.44, -0.03, -0.10, 0.07, 0.09, 0.06, 0.11, 0.06, 0.08, 0.09, 0.05, -0.03, -0.51, -0.06, -0.04, 0.07, 0.06, 0.07, 0.11, 0.08, 0.07, 0.08, 0.09, -0.02, -0.46, -0.03, -0.06, -0.01, 0.09, 0.10, 0.08, 0.07, 0.07, 0.07, -0.01, -0.04, -0.44, -0.05, -0.08, 0.06, 0.08, 0.09, 0.12, 0.06, 0.06, 0.08, 0.04, -0.05, -0.44, -0.03, -0.07, 0.07, 0.07, 0.07, 0.13, 0.08, 0.08, 0.07, 0.08, -0.03, -0.49, -0.06, -0.05, 0.06, 0.06, 0.09, 0.13, 0.08, 0.06, 0.08, 0.08, -0.05, -0.49, -0.03, -0.08, 0.07, 0.08, 0.08, 0.12, 0.09, 0.04, 0.09, 0.04, -0.03, -0.49, -0.15, -0.17, -0.14, -0.51, -0.09, -0.02, -0.01, -0.05, -0.05, 0.08, 0.09, 0.09, 0.12, 0.12, 0.11, 0.11, 0.13, 0.11, 0.09, 0.06, 0.07, 0.06, 0.09, 0.08, 0.08, 0.08, 0.07, 0.08, -0.01, -0.50, -0.10, -0.16, -0.14, -0.50, -0.09, -0.01, -0.03, -0.02, -0.05, 0.08, 0.08, 0.07, 0.08, 0.12, 0.09, 0.11, 0.10, 0.10, 0.10, 0.06, 0.07, 0.08, 0.09, 0.08, 0.06, 0.09, 0.08, 0.08, -0.02, -0.45, -0.14, -0.13, -0.12, -0.47, -0.09, -0.02, -0.03, -0.01, -0.02, 0.09, 0.06, 0.08, 0.02, 0.15, 0.11, 0.12, 0.13, 0.09, 0.07, 0.09, 0.06, 0.09, 0.06, 0.07, 0.09, 0.09, 0.02, 0.06, -0.02, -0.46, -0.11, -0.17, -0.12, -0.45, -0.09, -0.02, 0.01, -0.04, -0.03, 0.07, 0.07, 0.06, 0.10, 0.12, 0.11, 0.08, 0.11, 0.10, 0.06, 0.06, 0.08, 0.07, 0.06, 0.08, 0.08, 0.07, 0.07, 0.08, -0.04, -0.50, -0.14, -0.19, -0.14, -0.50, -0.09, -0.02, -0.02, -0.03, -0.02, 0.07, 0.08, 0.09, 0.11, 0.12, 0.09, 0.12, 0.13, 0.13, 0.07, 0.07, 0.09, 0.09, 0.08, 0.08, 0.06, 0.07, 0.07, 0.05, -0.05, -0.52, -0.13, -0.18, -0.12, -0.49, -0.10, -0.01, -0.01, -0.01, -0.03, 0.09, 0.09, 0.08, 0.12, 0.11, 0.08, 0.10, 0.12, 0.09, 0.04, 0.09, 0.06, 0.08, 0.07, 0.09, 0.08, 0.07, 0.08, 0.10], "homo_ev": -7.71, "e_above_lowest_kj_mol": 646.6, "orbital_gap_ev": 8.10, "e_lumo_ev": 0.40, "e_tot_ha": -4654.39330, "largest_force_ev_per_a": 6.155}